16
Properties=species:S:1:pos:R:3:forces:R:3 method="wB97M-V/def2-TZVPD" s2=2.004 multiplicity=3 charge=+1 homo_ev="-8.240 / -13.808"
C -3.349082 -0.266629 0.237557 -0.429 1.229 -0.257
C 2.122720 -1.044815 0.325232 0.654 0.549 -0.658
C 2.600085 0.394260 -0.017255 -4.392 -0.526 1.122
N -2.327893 0.492306 0.489176 1.138 -3.001 -0.702
N -4.342249 -0.771509 -0.085233 1.892 0.559 0.323
O 0.300915 0.909214 -0.861981 -2.948 -2.844 -1.948
S 1.226993 1.610252 0.244942 3.493 1.987 3.865
H 2.035054 -1.140568 1.425483 0.632 -0.654 -0.709
H 1.096648 -1.221022 -0.101168 1.333 -0.051 0.078
H 2.969430 -1.552076 -0.288631 -1.764 -0.471 1.846
H 2.713387 0.312902 -1.022580 0.839 0.525 -3.069
H 3.403196 0.726701 0.511766 2.305 0.725 1.362
H -2.404371 1.445037 0.722890 -0.461 1.337 0.390
H -1.331869 0.157409 0.284709 -1.397 0.545 0.033
H -5.101700 -1.396900 -0.166733 -0.747 -0.547 0.063
H 0.388737 1.345444 -1.698178 -0.149 0.638 -1.739



15
Properties=species:S:1:pos:R:3:forces:R:3 method="wB97M-V/def2-TZVPD" homo_ev="-8.354 / -8.361"
C -1.517062 0.939263 -0.091942 -0.339 0.886 -2.906
C -1.185449 -0.448549 -0.351743 0.954 0.548 1.178
C 1.756932 -1.046631 0.328787 1.941 -1.135 -0.350
N -0.388299 1.705653 0.485778 0.498 0.151 0.999
N 1.386018 -0.064030 -0.605972 -0.970 -0.565 -0.467
P 1.160107 1.508455 -0.242881 0.128 -0.226 2.711
H -2.057504 1.380105 -1.034431 1.443 -0.138 1.697
H -2.192118 1.017959 0.695616 -1.780 -0.130 1.227
H -0.937087 -0.961450 0.543541 0.216 -0.897 0.370
H -1.297788 -0.968740 -1.244200 -0.310 -0.677 -1.373
H 1.036138 -1.362872 1.073325 -0.099 0.525 0.657
H 1.987364 -2.008754 -0.204303 0.137 0.822 0.366
H 2.727701 -0.618889 0.740625 -0.968 -1.025 0.208
H -0.390326 1.545043 1.525014 0.236 0.483 -1.551
H 0.838294 1.728437 -1.481776 -1.087 1.379 -2.766



16
Properties=species:S:1:pos:R:3:forces:R:3 method="wB97M-V/def2-TZVPD" homo_ev=-8.542
C -0.794241 -1.246226 -1.041927 0.015 -0.495 0.035
C 0.532106 -1.390562 -0.271691 -0.175 -0.200 -0.470
C 1.005730 2.012623 0.389908 -0.541 -0.342 0.050
N -1.031186 0.148421 -1.249592 1.157 1.596 2.733
N 0.448094 -0.688452 0.998617 -0.393 0.249 0.318
P -0.289961 0.817216 0.869534 -0.493 -0.697 -2.136
S -1.400147 1.336712 2.365177 0.183 -0.134 -0.547
H -0.686799 -1.736932 -2.018520 0.037 -0.097 0.113
H -1.588526 -1.763338 -0.478248 0.099 -0.013 -0.092
H 0.771878 -2.441227 -0.102287 0.088 0.109 0.030
H 1.320783 -0.928160 -0.864713 0.095 -0.108 -0.087
H 1.486204 1.706338 -0.535097 -0.003 -0.058 -0.029
H 0.514985 2.973927 0.255801 0.037 0.040 -0.042
H 1.725657 2.076906 1.205723 -0.058 -0.030 0.002
H -2.019758 0.369505 -1.247541 -0.125 -0.004 0.195
H 0.005182 -1.246752 1.724856 0.078 0.187 -0.074



Short version: max |F| = 0.1084; 0.0637; 0.0655 Eh/bohr, in the order given.